C7H13BBeBr4F7MgN3O7RbS2 as an isolated structure. Source: the OMol25 dataset; level of theory: wB97M-V/def2-TZVPD.

The calculation puts the electronic energy at -13020.4305 a.u. The calculation puts the strongest force on any atom at 12.483 eV Å⁻¹.

The geometry in ORCA input format:
```
! wB97M-V def2-TZVPD RIJCOSX def2/J DEFGRID3
* xyz -1 1
C -0.21 -2.42 3.10
C 0.17 -2.10 1.65
S -0.51 -3.46 0.47
O -0.60 -0.91 1.37
C 0.21 0.12 1.83
F -0.25 1.34 1.31
C 1.64 -0.24 1.42
N 2.13 0.40 0.18
C 1.36 0.23 -0.77
O 0.67 -0.16 -1.61
C 1.73 -1.78 1.53
N 2.50 -2.19 2.69
N 2.36 -2.37 0.37
H -1.28 -2.31 3.21
H 0.16 -3.38 3.45
H 0.25 -1.67 3.76
H 0.31 -3.40 -0.64
H 0.12 0.27 2.91
H 2.26 0.28 2.17
H 2.32 -1.62 3.51
H 2.37 -3.17 2.90
H 3.35 -2.18 0.45
H 2.22 -3.38 0.33
Rb -0.71 3.16 1.64
C -1.13 -3.61 -3.79
Br -2.21 -2.80 -5.17
Br 0.35 -4.60 -4.53
Br -0.53 -2.27 -2.54
H -1.74 -4.31 -3.25
Br -1.76 -4.83 2.21
O 3.81 -6.24 -4.18
H 4.25 -5.42 -4.44
H 2.88 -6.01 -4.17
B -3.43 8.13 1.45
F -2.48 7.11 1.26
F -4.06 8.45 0.26
F -4.29 7.93 2.47
F -2.56 9.29 1.78
Be 4.17 1.06 1.09
F -0.83 -4.78 -1.35
Mg -0.97 9.44 0.67
F -4.95 4.96 1.94
O -0.01 3.81 -2.96
S -1.41 3.88 -3.40
O -1.77 2.67 -4.16
O -1.62 5.07 -4.24
O -2.27 3.97 -2.20
*
```

Here are the Mulliken charges for atoms 1 to 8, given in e: -2.2222, 0.8857, 0.2744, -0.3955, -0.2732, -0.2551, -0.1402, -0.9187

C7H13BaN2O as an isolated structure. Source: the OMol25 dataset; level of theory: wB97M-V/def2-TZVPD.

The calculation puts the electronic energy at -484.3629 a.u. The calculation puts the strongest force on any atom at 2.596 eV Å⁻¹.

The geometry in ORCA input format:
```
! wB97M-V def2-TZVPD RIJCOSX def2/J DEFGRID3
* xyz 1 1
C -0.32 -2.40 -1.38
C 0.64 -1.27 -1.83
O 1.78 -1.54 -2.30
N 0.36 0.18 -1.70
C -1.10 0.43 -1.50
C 1.19 0.54 -0.47
N 0.53 1.50 0.30
C 0.31 1.21 1.53
C -1.04 1.54 2.11
C 1.31 0.63 2.48
H 0.30 -3.28 -1.28
H -0.65 -2.17 -0.37
H -1.16 -2.54 -2.06
H -1.34 1.48 -1.55
H -1.46 0.00 -0.58
H -1.65 -0.11 -2.32
H 1.38 -0.40 0.07
H -1.13 2.63 2.05
H -1.84 1.12 1.52
H -1.11 1.29 3.17
H 2.31 0.69 2.07
H 1.24 1.12 3.44
H 1.09 -0.44 2.60
Ba 0.37 -0.24 -4.03
*
```

Here are the Mulliken charges for atoms 1 to 8, given in e: -1.1075, 0.4380, -0.6889, 0.0538, -0.8142, -0.8559, -0.2709, 0.9887

A single C7H13ClF3NO molecule. Source: the OMol25 dataset; level of theory: wB97M-V/def2-TZVPD.

The calculation puts the electronic energy at -1164.0378 a.u. The calculation puts the strongest force on any atom at 9.784 eV Å⁻¹.

The geometry in ORCA input format:
```
! wB97M-V def2-TZVPD RIJCOSX def2/J DEFGRID3
* xyz 0 1
O -0.82 1.43 2.14
C -0.24 1.96 0.90
C 0.82 0.98 0.13
N 0.75 -0.48 0.50
C 1.70 -1.16 -0.49
C 0.93 -2.34 -1.35
C -0.59 -1.69 -1.26
C -0.54 -1.25 0.33
C -1.34 2.50 -0.18
F -1.80 1.47 -1.09
F -0.68 3.59 -0.92
F -2.51 3.09 0.44
H -1.75 1.15 1.88
H 0.37 2.92 1.22
H 1.88 1.35 0.45
H 0.74 1.19 -1.00
H 1.28 -0.61 1.39
H 2.12 -0.45 -1.32
H 2.65 -1.53 0.08
H 0.93 -3.30 -0.71
H 1.17 -2.43 -2.48
H -0.42 -0.67 -1.78
H -1.47 -2.37 -1.59
H -1.51 -0.85 0.81
H -0.33 -2.19 1.00
Cl -1.35 -0.32 2.91
*
```

Here are the natural (NBO) charges for atoms 1 to 8, given in e: -0.7201, -0.0340, -0.2613, -0.4060, -0.2541, -0.4249, -0.4279, -0.2804

A single C7H13FN2 molecule. Source: the OMol25 dataset; level of theory: wB97M-V/def2-TZVPD.

The calculation puts the electronic energy at -483.8344 a.u. The SMILES is CCC(F)(CC)[C@H](N)C#N. The value obtained for the energy above the lowest of the compared OMol25 structures with the same formula, charge and spin is 0.0 kJ/mol. The calculation puts the strongest force on any atom at 5.415 eV Å⁻¹.

The geometry in ORCA input format:
```
! wB97M-V def2-TZVPD RIJCOSX def2/J DEFGRID3
* xyz 0 1
C -0.62 -2.04 1.61
C 1.55 -0.17 -2.08
C 0.36 2.23 1.17
C 0.29 0.30 -1.24
C -0.43 0.93 1.06
C -0.45 -1.51 0.31
C 0.31 -0.14 0.18
N -0.88 -2.63 2.56
N -1.79 -1.34 -0.30
F 1.57 -0.38 0.64
H 2.49 0.03 -1.47
H 1.39 -1.16 -2.38
H 1.46 0.47 -3.05
H 0.54 2.60 2.15
H -0.33 3.07 0.74
H 1.33 2.09 0.70
H -0.61 0.03 -1.74
H 0.61 1.49 -1.32
H -0.61 0.58 2.02
H -1.50 0.94 0.74
H 0.04 -2.22 -0.29
H -2.31 -2.25 -0.36
H -2.40 -0.91 0.34
*
```

Here are the natural (NBO) charges for atoms 1 to 8, given in e: 0.2628, -0.6074, -0.6202, -0.4508, -0.4459, -0.2093, 0.3876, -0.3044

A 2-piece molecular cluster, C7H13FN2O3 overall. Source: the OMol25 dataset; level of theory: wB97M-V/def2-TZVPD.

The calculation puts the electronic energy at -709.5581 a.u. The SMILES is CC(C)(C)N/C(O)=C(/O)F.N=C=O. The value obtained for the energy above the lowest of the compared OMol25 structures with the same formula, charge and spin is 74.1 kJ/mol. The calculation puts the strongest force on any atom at 5.511 eV Å⁻¹.

The geometry in ORCA input format:
```
! wB97M-V def2-TZVPD RIJCOSX def2/J DEFGRID3
* xyz 0 1
C -3.15 1.51 -0.02
C -0.84 -0.48 -0.11
C 2.36 0.28 1.32
C 1.98 -1.32 -0.56
C 1.62 1.05 -0.97
C -2.00 -1.06 0.30
C 1.53 0.00 0.06
N -3.20 2.01 1.10
N 0.15 0.06 0.58
O -3.34 1.11 -1.14
O -0.65 -0.63 -1.50
O -3.02 -1.55 -0.49
F -2.43 -0.79 1.61
H 3.27 0.67 1.04
H 1.85 1.04 2.06
H 2.59 -0.59 1.88
H 3.04 -1.20 -0.69
H 1.47 -1.57 -1.50
H 1.63 -2.18 0.10
H 0.61 1.39 -1.15
H 2.25 1.89 -0.69
H 1.98 0.67 -1.90
H -1.30 -1.18 -1.94
H -2.68 1.69 1.89
H -0.14 0.00 1.52
H -3.58 -0.81 -0.79
*
```

Here are the natural (NBO) charges for atoms 1 to 8, given in e: 0.8684, 0.3881, -0.5904, -0.6248, -0.6183, 0.4138, 0.1126, -0.7399

A 2-piece molecular cluster, C7H13IN2O2 overall. Source: the OMol25 dataset; level of theory: wB97M-V/def2-TZVPD.

The calculation puts the electronic energy at -832.1517 a.u. The value obtained for the energy above the lowest of the compared OMol25 structures with the same formula, charge and spin is 118.6 kJ/mol. The calculation puts the strongest force on any atom at 4.201 eV Å⁻¹.

The geometry in ORCA input format:
```
! wB97M-V def2-TZVPD RIJCOSX def2/J DEFGRID3
* xyz 0 1
C -0.15 0.88 1.58
C -0.36 0.17 -1.68
C -0.48 1.07 3.08
C 2.52 -1.84 -0.01
C -2.41 1.46 -1.86
C 1.84 -0.87 -0.95
C 0.36 -0.92 -0.96
N -1.63 0.39 -1.30
N -0.09 -0.38 1.23
O -0.04 1.83 0.83
O 0.20 0.70 -2.62
I -0.61 -2.77 -0.97
H 0.02 0.33 3.69
H -1.55 0.98 3.20
H -0.16 2.07 3.36
H 2.29 -2.88 -0.27
H 3.60 -1.72 -0.06
H 2.20 -1.66 1.01
H -1.82 1.92 -2.66
H -3.34 1.07 -2.28
H -2.63 2.21 -1.10
H 2.11 0.16 -0.70
H 2.18 -1.04 -1.98
H -1.94 -0.01 -0.43
H -0.12 -1.16 1.87
*
```

Here are the natural (NBO) charges for atoms 1 to 8, given in e: 0.6318, 0.5395, -0.7003, -0.6044, -0.4178, -0.5491, 0.1287, -0.5832

A single C7H13ISi molecule. Source: the OMol25 dataset; level of theory: wB97M-V/def2-TZVPD.

The calculation puts the electronic energy at -861.6900 a.u. The SMILES is I[SiH2][C@@H]1C[C@H]2CC[C@@H]1C2. The value obtained for the energy above the lowest of the compared OMol25 structures with the same formula, charge and spin is 0.0 kJ/mol. The calculation puts the strongest force on any atom at 3.919 eV Å⁻¹.

The geometry in ORCA input format:
```
! wB97M-V def2-TZVPD RIJCOSX def2/J DEFGRID3
* xyz 0 1
C -1.98 -0.83 0.38
C -1.19 0.04 1.40
C -0.86 0.78 -0.90
C 0.42 -1.27 -0.45
C -1.02 -0.73 -0.87
C -0.26 0.86 0.50
C 0.99 -0.06 0.28
Si 2.50 0.99 -0.38
I 4.73 -0.01 0.17
H -2.10 -1.94 0.54
H -2.90 -0.22 0.05
H -1.78 0.75 1.93
H -0.55 -0.69 2.07
H -0.14 0.94 -1.67
H -1.82 1.38 -0.84
H 0.14 -2.12 0.27
H 0.93 -1.55 -1.34
H -1.41 -1.22 -1.76
H -0.12 1.82 0.89
H 1.40 -0.26 1.34
H 2.57 2.37 0.23
H 2.43 0.99 -1.83
*
```

Here are the natural (NBO) charges for atoms 1 to 8, given in e: -0.4127, -0.4139, -0.4270, -0.4311, -0.1984, -0.2316, -0.6299, 0.9422

An isolated ion of composition C7H13N and charge -1. Source: the OMol25 dataset; level of theory: wB97M-V/def2-TZVPD.

The calculation puts the electronic energy at -329.1517 a.u. The value obtained for the energy above the lowest of the compared OMol25 structures with the same formula, charge and spin is 120.0 kJ/mol. The calculation puts the strongest force on any atom at 4.911 eV Å⁻¹.

The geometry in ORCA input format:
```
! wB97M-V def2-TZVPD RIJCOSX def2/J DEFGRID3
* xyz -1 2
C -1.23 0.67 1.47
C 0.02 -0.26 1.47
C 0.40 -0.84 0.19
C 0.87 -0.20 -0.94
C 0.87 1.26 -1.07
C 1.36 1.98 -2.11
C 0.27 -2.35 0.04
N -2.12 0.55 0.29
H -0.88 1.64 1.64
H -1.88 0.46 2.37
H -0.22 -1.02 2.26
H 0.67 0.61 1.85
H 1.12 -0.84 -1.69
H 0.31 1.78 -0.35
H 1.99 1.45 -2.80
H 1.50 3.03 -2.32
H 0.14 -2.60 -0.98
H 1.26 -2.91 0.29
H -0.59 -2.80 0.70
H -1.50 0.88 -0.56
H -2.36 -0.48 0.26
*
```

Here are the natural (NBO) charges for atoms 1 to 8, given in e: -0.2168, -0.4757, -0.1614, -0.3249, -0.3032, -0.6258, -0.6001, -0.8736

C7H13N as an isolated structure. Source: the OMol25 dataset; level of theory: wB97M-V/def2-TZVPD.

The calculation puts the electronic energy at -328.9395 a.u. The value obtained for the energy above the lowest of the compared OMol25 structures with the same formula, charge and spin is 871.7 kJ/mol. The calculation puts the strongest force on any atom at 8.172 eV Å⁻¹.

The geometry in ORCA input format:
```
! wB97M-V def2-TZVPD RIJCOSX def2/J DEFGRID3
* xyz 0 1
C 0.57 -1.20 1.00
C -0.48 -0.04 1.74
C -0.99 1.42 0.90
C -0.68 0.94 -0.58
C -0.38 0.56 -1.94
C 0.86 -0.01 -1.24
C 0.57 -1.44 -0.62
H 1.62 -1.09 1.21
H -0.04 -2.19 1.36
H -1.62 -0.47 1.95
H 0.01 -0.05 2.81
H -1.83 1.47 1.55
H -0.63 2.23 1.29
H -0.96 -0.04 -0.11
H -0.92 -0.13 -2.59
H -0.24 1.46 -2.53
H 1.65 0.09 -2.05
H 1.54 -1.88 -0.57
H -0.15 -2.15 -1.04
H 1.33 1.68 -0.36
N 0.78 0.85 -0.19
*
```

Here are the natural (NBO) charges for atoms 1 to 8, given in e: -0.3873, -0.4411, -0.3600, -0.1188, -0.3995, -0.0272, -0.4566, 0.2078

A 2-piece molecular cluster, C7H13N overall. Source: the OMol25 dataset; level of theory: wB97M-V/def2-TZVPD.

The calculation puts the electronic energy at -329.1643 a.u. The SMILES is [H]/N=C/[C@@H](C)C=C.C=C. The value obtained for the energy above the lowest of the compared OMol25 structures with the same formula, charge and spin is 281.5 kJ/mol. The calculation puts the strongest force on any atom at 2.743 eV Å⁻¹.

The geometry in ORCA input format:
```
! wB97M-V def2-TZVPD RIJCOSX def2/J DEFGRID3
* xyz 0 1
C -1.44 1.29 0.43
C -1.32 0.92 1.71
C -0.62 -0.68 -0.93
C -0.86 -0.23 -2.16
H -0.71 1.96 -0.01
H -2.39 1.20 -0.08
H -1.36 -1.32 -0.46
H -0.02 -0.66 1.61
H -0.49 1.27 2.32
H -2.13 0.44 2.24
H -1.83 -0.36 -2.62
H -0.16 0.36 -2.73
C 1.69 0.24 -0.62
C 0.81 -0.95 -0.35
C 0.74 -1.32 1.11
N 2.20 0.91 0.31
H 2.73 1.72 0.00
H 1.79 0.48 -1.68
H 1.22 -1.78 -0.93
H 1.68 -1.11 1.62
H 0.46 -2.37 1.24
*
```

Here are the natural (NBO) charges for atoms 1 to 8, given in e: -0.3735, -0.4240, -0.1277, -0.4212, 0.1996, 0.1973, 0.2024, 0.2305

Number 1: M 897.53 g/mol. Number 2: M 278.52 g/mol. Number 3: M 219.63 g/mol. Number 4: M 144.19 g/mol. Number 5: M 192.19 g/mol. Number 6: M 284.10 g/mol. Number 7: M 252.17 g/mol. Number 8: M 111.19 g/mol. Number 9: M 111.19 g/mol. Number 10: M 111.19 g/mol.